A molecular structure, C30H35N2O4PdS3. Source: the Open Molecules 2025 dataset; level of theory: ωB97M-V/def2-TZVPD.

Calculated values
Multiplicity = 1
HOMO = -10.79 eV
LUMO level = -2.967 eV
Net charge = +1
Kohn-Sham gap = 7.823 eV

Each line ends with the Löwdin charge.
Element x y z (Å)
Pd1 0.2113 -1.6748 -0.2292  0.80
O1 -0.4117 -2.5064 -2.0017  -0.66
S1 -1.3049 -1.9581 -3.1090  1.08
C1 -2.5867 -1.0093 -2.2328  -0.30
C2 -3.2230 0.1238 -3.0410  -0.21
C3 -2.6112 1.5025 -2.7698  -0.20
C4 -2.9720 2.0530 -1.3849  -0.31
S2 -1.6212 2.1199 -0.1764  1.01
O2 -0.9474 0.7824 -0.2015  -0.57
C5 -0.5308 3.2415 -1.0511  -0.38
C6 0.7763 2.8377 -1.2571  -0.09
C7 1.6735 3.7216 -1.8442  -0.08
C8 1.2586 4.9911 -2.2196  -0.07
C9 -0.0544 5.3912 -1.9948  -0.06
C10 -0.9519 4.5215 -1.3964  -0.08
C11 -0.4079 -0.7004 -3.9922  -0.40
C12 -0.7623 -0.5157 -5.3235  -0.09
C13 -0.1024 0.4461 -6.0733  -0.06
C14 0.9255 1.1818 -5.4988  -0.05
C15 1.2962 0.9569 -4.1788  -0.06
C16 0.6248 0.0179 -3.4113  -0.09
H1 -2.1160 -0.6453 -1.3202  0.05
H2 -3.3133 -1.7789 -1.9705  0.10
H3 -4.2872 0.1542 -2.7973  0.12
H4 -3.1774 -0.0923 -4.1102  0.10
H5 -2.9756 2.1985 -3.5255  0.12
H6 -1.5265 1.4643 -2.8882  0.09
H7 -3.7263 1.4411 -0.8819  0.09
H8 -3.3761 3.0657 -1.4287  0.09
H9 1.0720 1.8449 -0.9493  0.10
H10 2.7015 3.4189 -2.0021  0.11
H11 1.9593 5.6782 -2.6768  0.11
H12 -0.3753 6.3862 -2.2775  0.11
H13 -1.9681 4.8463 -1.1975  0.11
H14 -1.5355 -1.1295 -5.7754  0.12
H15 -0.3753 0.6030 -7.1093  0.11
H16 1.4514 1.9229 -6.0875  0.11
H17 2.1081 1.5231 -3.7421  0.10
H18 0.9009 -0.1617 -2.3838  0.05
C17 -2.1070 -1.7063 7.6445  -0.04
C18 -1.7190 -1.6587 6.1922  -0.24
C19 -2.6593 -1.4155 5.2031  0.00
C20 -2.3266 -1.3812 3.8548  -0.17
C21 -3.4363 -1.1095 2.8688  -0.03
C22 -0.9775 -1.5775 3.4900  -0.05
C23 0.0023 -1.7979 4.4849  -0.18
C24 1.4701 -2.0010 4.1900  -0.04
C25 -0.3955 -1.8495 5.8095  -0.01
C26 -0.6350 -1.5812 2.0585  -0.50
O3 0.5746 -1.2665 1.6621  -0.19
O4 -1.4581 -1.8766 1.1532  -0.04
H19 -3.1856 -1.6251 7.7715  0.08
H20 -1.6372 -0.8888 8.1960  0.09
H21 -1.7771 -2.6398 8.1036  0.09
H22 -3.6946 -1.2552 5.4859  0.12
H23 -4.3337 -0.8026 3.4043  0.08
H24 -3.6681 -1.9953 2.2787  0.09
H25 -3.1640 -0.3233 2.1636  0.08
H26 1.6363 -2.7668 3.4327  0.09
H27 1.9922 -2.3011 5.0980  0.08
H28 1.9219 -1.0707 3.8433  0.07
H29 0.3515 -2.0400 6.5732  0.12
C27 5.3996 -2.0842 -1.4324  -0.02
N1 4.7945 -1.5970 -0.1996  -0.12
C28 5.4644 -1.0546 0.8909  -0.03
C29 4.5368 -0.7408 1.8098  -0.05
N2 3.3108 -1.0923 1.2724  0.09
C30 3.4721 -1.6095 0.0464  -0.69
S3 2.3023 -2.2258 -1.0340  0.75
H30 6.4790 -2.0180 -1.3393  0.10
H31 5.0672 -1.4832 -2.2766  0.09
H32 5.1148 -3.1202 -1.6026  0.09
H33 6.5357 -0.9515 0.9051  0.13
H34 4.6341 -0.3073 2.7898  0.13
H35 2.3955 -1.0491 1.7190  0.09